Record 1
Entry from OMol25: ClH3N2S in the gas phase at a distorted geometry (ωB97M-V with the def2-TZVPD basis set).

```
7
Properties=species:S:1:pos:R:3
N 0.12422 -0.24982 -1.11759
N 0.58778 0.37918 1.01763
S -0.45534 -0.49482 0.38255
Cl -2.35616 0.68113 0.02534
H 0.53616 -1.03130 -1.55849
H 0.63516 0.31133 2.09679
H 0.92817 0.40428 -0.84622
```

Computed properties:
F_max	4.8	eV Å⁻¹
net charge	0
HOMO energy	-9.9	eV
HOMO-LUMO gap	9.795	eV
energy above the lowest of the compared OMol25 structures with the same formula, charge and spin	6.81	kcal/mol
LUMO level	-0.0039	hartree
energy	-26384.80886	eV

Record 2
Entry from OMol25: 2 unconnected molecules or ions with the total composition ClH3N2S at a distorted geometry (ωB97M-V with the def2-TZVPD basis set).

```
7
Properties=species:S:1:pos:R:3
N 0.65970 0.75972 1.28586
N -1.30248 -0.42163 -0.24149
S -1.26081 -0.90099 -1.61881
Cl 0.64304 -1.17009 -2.61591
H 0.91791 -0.21465 0.92049
H 0.46400 1.27042 0.45690
H -0.12137 0.67721 1.81295
```

Computed properties:
F_max	5.2	eV Å⁻¹
net charge	0
HOMO energy	-9.5	eV
HOMO-LUMO gap	7.648	eV
energy above the lowest of the compared OMol25 structures with the same formula, charge and spin	10.56	kcal/mol
LUMO level	-0.0667	hartree
energy	-26384.64621	eV

Record 3
Entry from OMol25: a molecular structure, ClH3NP at a distorted geometry (ωB97M-V with the def2-TZVPD basis set).

```
6
Properties=species:S:1:pos:R:3
N -0.10483 0.21196 1.19399
P 0.61298 -0.44796 -0.90078
Cl -0.69287 -1.92053 -1.16335
H 0.73072 0.62514 1.54183
H -0.56687 1.00884 1.05013
H 0.02087 0.52255 -1.72182
```

Computed properties:
F_max	6.0	eV Å⁻¹
net charge	0
HOMO energy	-9.4	eV
HOMO-LUMO gap	9.317	eV
energy above the lowest of the compared OMol25 structures with the same formula, charge and spin	43.41	kcal/mol
LUMO level	-0.0048	hartree
energy	-23348.47907	eV

Record 4
Entry from OMol25: a molecular structure, ClH3NPS at a distorted geometry (ωB97M-V with the def2-TZVPD basis set).

```
7
Properties=species:S:1:pos:R:3
N -1.75248 -1.71828 -0.57638
P -0.00294 1.36405 0.02721
S -1.75887 -0.67040 0.53119
Cl -3.20964 0.50768 -0.21346
H -1.13343 -2.48086 -0.26380
H -0.22923 1.31814 -1.32854
H 1.63555 1.17844 -0.05265
```

Computed properties:
F_max	2.9	eV Å⁻¹
net charge	0
HOMO energy (spin up / spin down)	-8.2 / -8.2	eV
HOMO-LUMO gap (spin up / spin down)	7.212 / 7.334	eV
energy above the lowest of the compared OMol25 structures with the same formula, charge and spin	104.92	kcal/mol
LUMO level (spin up / spin down)	-0.0370 / -0.0334	hartree
energy	-34181.53655	eV

Record 5
Entry from OMol25: a molecular structure, ClH3O2SSi at a distorted geometry (ωB97M-V with the def2-TZVPD basis set).

```
8
Properties=species:S:1:pos:R:3
O -2.40655 1.75125 -0.49124
O 0.39504 0.64061 -0.60120
Si 1.38112 -0.44156 0.04155
S -1.63530 0.92369 0.38807
Cl -2.19016 -0.97301 -0.00783
H 2.57748 0.31898 0.46573
H 0.42290 -0.83252 1.12972
H 1.45546 -1.38744 -0.92480
```

Computed properties:
F_max	4.7	eV Å⁻¹
net charge	0
HOMO energy (spin up / spin down)	-10.1 / -10.1	eV
HOMO-LUMO gap (spin up / spin down)	8.106 / 8.101	eV
energy above the lowest of the compared OMol25 structures with the same formula, charge and spin	48.91	kcal/mol
LUMO level (spin up / spin down)	-0.0736 / -0.0736	hartree
energy	-35376.40969	eV

Record 6
Entry from OMol25: 2 unconnected molecules or ions with the total composition ClH3O2SSi (ωB97M-V with the def2-TZVPD basis set).

```
8
Properties=species:S:1:pos:R:3
O 0.95707 -0.40168 0.49916
Si 1.83899 0.57472 -0.22568
H 1.61925 1.04977 -1.58464
H 3.03062 1.20718 0.33282
O -1.56950 -1.49964 0.60180
S -1.65488 -0.52122 -0.68608
Cl -1.77955 1.33691 0.12823
H -2.44201 -1.74604 0.93438
```

Computed properties:
F_max	0.8	eV Å⁻¹
net charge	0
HOMO energy	-8.6	eV
HOMO-LUMO gap	8.329	eV
energy above the lowest of the compared OMol25 structures with the same formula, charge and spin	27.44	kcal/mol
LUMO level	-0.0100	hartree
energy	-35377.34069	eV
SMILES string	O=[SiH2].OSCl

Record 7
Entry from OMol25: 2 unconnected molecules or ions with the total composition ClH3O3P at a distorted geometry (ωB97M-V with the def2-TZVPD basis set).

```
8
Properties=species:S:1:pos:R:3
O 1.52639 0.08198 0.57266
O 0.00561 -0.58415 -1.44964
O -0.42087 1.42165 -0.17455
P 0.01849 -0.02964 0.04927
Cl -1.53474 -1.66080 2.10291
H 1.35992 0.42263 1.49103
H -0.15792 -1.53474 -1.64716
H -0.79688 1.88308 -0.94452
```

Computed properties:
F_max	3.2	eV Å⁻¹
net charge	+1
HOMO energy (spin up / spin down)	-16.3 / -16.3	eV
HOMO-LUMO gap (spin up / spin down)	6.998 / 6.995	eV
energy above the lowest of the compared OMol25 structures with the same formula, charge and spin	97.03	kcal/mol
LUMO level (spin up / spin down)	-0.3406 / -0.3406	hartree
energy	-27993.49547	eV

Record 8
Entry from OMol25: a molecular structure, ClH3OSi at a distorted geometry (ωB97M-V with the def2-TZVPD basis set).

```
6
Properties=species:S:1:pos:R:3
O 0.64593 -1.09574 0.04039
Si -0.22869 0.27693 0.09412
Cl -2.90544 -0.10463 0.06533
H 0.27573 -1.66590 0.65155
H -0.07259 0.71414 -1.24220
H 0.23262 0.87237 1.40098
```

Computed properties:
F_max	3.4	eV Å⁻¹
net charge	0
HOMO energy	-10.4	eV
HOMO-LUMO gap	9.854	eV
energy above the lowest of the compared OMol25 structures with the same formula, charge and spin	47.24	kcal/mol
LUMO level	-0.0200	hartree
energy	-22496.46116	eV

Record 9
Entry from OMol25: ClH3Si in the gas phase at a distorted geometry (ωB97M-V with the def2-TZVPD basis set).

```
5
Properties=species:S:1:pos:R:3
Si -0.03494 0.09973 -0.20052
Cl 0.75745 -0.50392 1.56434
H -0.14160 1.70291 0.07955
H 0.79864 -0.52745 -1.18663
H -1.37954 -0.77126 -0.25674
```

Computed properties:
F_max	2.5	eV Å⁻¹
net charge	0
HOMO energy	-10.9	eV
HOMO-LUMO gap	11.668	eV
energy above the lowest of the compared OMol25 structures with the same formula, charge and spin	4.27	kcal/mol
LUMO level	0.0281	hartree
energy	-20448.82232	eV
SMILES string	[SiH3]Cl

Record 10
Entry from OMol25: 24 unconnected molecules or ions with the total composition ClH46O23 at a distorted geometry (ωB97M-V with the def2-TZVPD basis set).

```
70
Properties=species:S:1:pos:R:3
Cl 0.25561 0.09306 -0.17675
O 1.05357 -2.47687 -2.63754
H 0.90195 -1.73513 -2.05182
H 1.68426 -2.15074 -3.27949
O -3.41589 2.10967 -0.37817
H -3.34773 2.06970 -1.33211
H -3.14551 3.00045 -0.15537
O 0.61866 -3.06331 1.35926
H 0.82964 -2.12983 1.34067
H -0.06333 -3.16847 0.69589
O -4.70387 -2.41913 -1.82220
H -5.42696 -1.90347 -2.17924
H -4.15288 -1.77956 -1.37099
O 3.28898 -2.50935 0.13593
H 3.17337 -3.35841 0.56249
H 2.41352 -2.12235 0.13044
O 0.58859 0.84879 -5.52205
H 1.43934 0.84981 -5.96073
H 0.66484 1.52509 -4.84896
O 1.48150 0.60942 4.03243
H 0.97919 0.87143 3.26090
H 1.08031 1.09195 4.75523
O 5.17851 1.82676 -1.03298
H 4.44071 1.59248 -0.46995
H 5.44813 2.69284 -0.72729
O -1.41835 -3.28768 -0.50532
H -1.57879 -2.36344 -0.69577
H -2.28858 -3.65571 -0.35207
O 3.14336 1.31269 0.89220
H 2.27113 0.96964 0.69790
H 3.40546 0.86140 1.69462
O -1.25033 4.23333 -0.79450
H -0.63027 4.94880 -0.65361
H -0.70152 3.47857 -1.00749
O -0.03005 2.48082 2.46801
H -0.97224 2.31761 2.42473
H 0.30628 2.16960 1.62762
O -4.08656 -0.16285 2.25499
H -4.92904 0.28919 2.20899
H -4.15478 -0.71919 3.03092
O -2.63956 2.46049 3.08058
H -2.68571 2.14220 3.98213
H -3.55323 2.53276 2.80453
O 3.34262 2.09041 -3.37396
H 3.91574 1.90089 -2.63109
H 3.93614 2.37780 -4.06777
O -1.96097 -3.42618 2.96682
H -1.11609 -3.87459 3.00328
H -1.81023 -2.67672 2.39077
O 2.85133 3.91016 1.34131
H 2.30814 4.08294 2.11029
H 2.81632 2.95994 1.23135
O 2.86387 -1.92934 3.54446
H 3.66805 -1.85263 3.03100
H 2.78148 -1.08556 3.98885
O -3.15339 -0.84233 -0.45306
H -3.52277 -0.47379 0.34942
H -2.46109 -0.22992 -0.70190
O 0.64419 1.66005 -2.97543
H 0.46839 1.34340 -2.08940
H 1.55480 1.95386 -2.94901
O 0.67310 -5.03026 -1.88062
H 0.28259 -5.00715 -1.00701
H 0.82152 -4.11080 -2.10155
O -1.58156 -0.48514 -4.13738
H -1.81939 0.05166 -3.38139
H -0.79334 -0.07027 -4.48785
O -1.31736 -0.86687 2.45843
H -2.12096 -0.34724 2.47970
H -0.74260 -0.39541 1.85543
```

Computed properties:
F_max	1.2	eV Å⁻¹
net charge	-1
HOMO energy	-7.2	eV
HOMO-LUMO gap	8.744	eV
energy above the lowest of the compared OMol25 structures with the same formula, charge and spin	41.07	kcal/mol
LUMO level	0.0559	hartree
energy	-60367.92922	eV

Record 11
Entry from OMol25: a molecular structure, ClH4Li3O2 at a distorted geometry (ωB97M-V with the def2-TZVPD basis set).

```
10
Properties=species:S:1:pos:R:3
Li 2.02191 -1.34316 -1.75235
Li -1.65646 -1.51648 -0.51822
Li 0.93534 1.29702 1.58599
Cl 0.31600 0.17274 -0.45547
O 0.68638 -2.14286 1.99390
H 0.56485 -1.44385 1.35137
H 1.63417 -2.19238 2.11830
O -1.43910 2.74211 -1.28454
H -1.08760 1.90130 -0.99175
H -1.97546 2.52552 -2.04719
```

Computed properties:
F_max	1.0	eV Å⁻¹
net charge	+2
HOMO energy	-17.3	eV
HOMO-LUMO gap	8.897	eV
energy above the lowest of the compared OMol25 structures with the same formula, charge and spin	0.00	kcal/mol
LUMO level	-0.3091	hartree
energy	-17284.31892	eV

Record 12
Entry from OMol25: a molecular structure, ClH5NO6P3 (ωB97M-V with the def2-TZVPD basis set).

```
16
Properties=species:S:1:pos:R:3
N 1.03975 2.28871 0.49964
O 1.35080 0.88779 0.65274
P 0.24235 -0.09329 0.08072
O -1.13421 0.15475 0.49991
O 0.41221 -0.01253 -1.51062
P -0.82120 0.33960 -2.52611
O -0.39973 0.47798 -3.91683
O 0.90320 -1.49375 0.39251
P 0.85833 -2.44640 1.74751
O 0.67787 -1.26226 2.84133
Cl -1.09263 -3.13076 1.67653
H 1.06843 2.46787 -0.50347
H 0.07832 2.39354 0.82429
H -1.72892 -0.68710 -2.24499
H -1.36250 1.48541 -1.92890
H -0.09209 -1.36956 3.41573
```

Computed properties:
F_max	0.3	eV Å⁻¹
net charge	0
HOMO energy	-10.6	eV
HOMO-LUMO gap	11.101	eV
energy above the lowest of the compared OMol25 structures with the same formula, charge and spin	0.00	kcal/mol
LUMO level	0.0172	hartree
energy	-54249.41532	eV

Record 13
Entry from OMol25: a molecular structure, ClH5OSi2 at a distorted geometry (ωB97M-V with the def2-TZVPD basis set).

```
9
Properties=species:S:1:pos:R:3
O -0.60172 -0.53649 0.62327
Si 1.21231 0.80013 0.29430
Si -1.93449 -0.76936 -0.17939
Cl -3.02840 0.95877 -0.23032
H 2.17823 -0.28024 0.23594
H 0.90523 1.51400 -0.93537
H 1.08031 1.53580 1.53932
H -2.71032 -1.75889 0.55663
H -1.73682 -1.11605 -1.58572
```

Computed properties:
F_max	4.9	eV Å⁻¹
net charge	0
HOMO energy	-10.1	eV
HOMO-LUMO gap	9.467	eV
energy above the lowest of the compared OMol25 structures with the same formula, charge and spin	43.93	kcal/mol
LUMO level	-0.0247	hartree
energy	-30407.05632	eV

Record 14
Entry from OMol25: ClH5OSi2 in the gas phase at a distorted geometry (ωB97M-V with the def2-TZVPD basis set).

```
9
Properties=species:S:1:pos:R:3
Si -1.40034 0.86175 0.02521
O -0.11850 -0.81992 -0.40211
Si 1.43568 -0.94016 -0.11076
Cl 1.94686 0.97430 0.66459
H -2.04541 1.16985 -1.25647
H -2.25546 0.07928 0.89804
H -1.23295 2.01301 0.76400
H 1.96244 -1.18222 -1.39501
H 1.70768 -2.15589 0.81252
```

Computed properties:
F_max	5.2	eV Å⁻¹
net charge	0
HOMO energy	-10.5	eV
HOMO-LUMO gap	10.057	eV
energy above the lowest of the compared OMol25 structures with the same formula, charge and spin	48.53	kcal/mol
LUMO level	-0.0146	hartree
energy	-30406.85712	eV
SMILES string	[SiH3]O[SiH2]Cl

Record 15
Entry from OMol25: 2 unconnected molecules or ions with the total composition ClHN2O at a distorted geometry (ωB97M-V with the def2-TZVPD basis set).

```
5
Properties=species:S:1:pos:R:3
N 0.75091 -0.19998 0.58451
N 0.10400 0.59705 -0.09343
O 0.38394 1.74284 -0.41697
Cl -0.47410 -2.25146 0.34870
H -0.76475 0.11155 -0.42281
```

Computed properties:
F_max	2.1	eV Å⁻¹
net charge	0
HOMO energy (spin up / spin down)	-11.4 / -11.4	eV
HOMO-LUMO gap (spin up / spin down)	8.917 / 7.927	eV
energy above the lowest of the compared OMol25 structures with the same formula, charge and spin	104.96	kcal/mol
LUMO level (spin up / spin down)	-0.0907 / -0.1290	hartree
energy	-17560.81513	eV

Record 16
Entry from OMol25: 2 unconnected molecules or ions with the total composition ClHNO2P at a distorted geometry (ωB97M-V with the def2-TZVPD basis set).

```
6
Properties=species:S:1:pos:R:3
N 0.37317 1.74973 -2.85556
O 0.19960 1.99244 -1.76767
O 0.05478 -0.34192 -0.27165
P -0.59312 -1.16505 0.81900
Cl -0.37662 -0.10824 2.52086
H 0.34219 -2.12696 1.55503
```

Computed properties:
F_max	2.5	eV Å⁻¹
net charge	0
HOMO energy (spin up / spin down)	-10.2 / -7.9	eV
HOMO-LUMO gap (spin up / spin down)	10.879 / 5.023	eV
energy above the lowest of the compared OMol25 structures with the same formula, charge and spin	24.76	kcal/mol
LUMO level (spin up / spin down)	0.0253 / -0.1063	hartree
energy	-27409.34049	eV

Record 17
Entry from OMol25: ClHO3 in the gas phase at a distorted geometry (ωB97M-V with the def2-TZVPD basis set).

```
5
Properties=species:S:1:pos:R:3
H 0.99487 1.22366 0.87729
O 1.23134 0.38546 0.38279
O -0.45192 -1.25309 0.58112
O -0.77530 1.09012 -0.24160
Cl -0.06046 -0.17669 -0.39152
```

Computed properties:
F_max	4.6	eV Å⁻¹
net charge	0
HOMO energy	-11.7	eV
HOMO-LUMO gap	11.506	eV
energy above the lowest of the compared OMol25 structures with the same formula, charge and spin	9.89	kcal/mol
LUMO level	-0.0068	hartree
energy	-18674.14432	eV

Record 18
Entry from OMol25: a molecular structure, ClHg4O8S at a distorted geometry (ωB97M-V with the def2-TZVPD basis set).

```
14
Properties=species:S:1:pos:R:3
Hg -1.95997 -0.29727 1.26461
Hg 1.02472 -3.61685 -2.64392
Hg -3.14384 0.05861 -3.83681
Hg 1.89241 2.36563 -2.87627
S -0.14836 -0.31192 -1.95685
O 1.01970 0.62691 -2.13840
O 0.31197 -1.62023 -2.51664
O -0.42700 -0.38725 -0.55373
O -1.35095 0.16381 -2.70811
Cl 0.54913 0.69858 3.65865
O 0.71534 0.17513 2.25062
O -0.86620 0.66560 3.96908
O 1.19733 -0.45432 4.26306
O 1.18573 1.93358 3.82469
```

Computed properties:
F_max	2.2	eV Å⁻¹
net charge	+5
HOMO energy	-23.9	eV
HOMO-LUMO gap	2.415	eV
LUMO level	-0.7900	hartree
energy	-56347.25988	eV